(1)
Computed, not measured: a structure of composition C21H45CuFeNO8 in a non-equilibrium geometry, with ωB97M-V with the def2-TZVPD basis set.

Computed properties:
<S²>: 9.21
HOMO-LUMO gap (alpha / beta): 6.127 / 6.082 eV
F_max: 5.79 eV/A
HOMO energy (alpha / beta): -7.73 / -7.22 eV

ORCA input file:
```
! RIJCOSX wB97M-V def2-TZVPD def2/J DEFGRID3
* xyz 0 6
Cu 1.67 2.08 0.17
Fe 1.76 1.85 -3.08
C 1.22 -2.68 -1.20
C 0.82 -3.53 -2.40
O -0.36 -3.28 -3.05
H 1.42 -1.66 -1.50
H 2.02 -3.10 -0.59
H 0.38 -2.56 -0.51
H 0.79 -4.61 -2.21
H 1.69 -3.51 -3.07
C -1.66 -0.45 -1.02
C -0.73 0.76 -1.24
O 0.26 0.69 -2.21
H -2.64 -0.01 -1.23
H -1.57 -0.73 0.03
H -1.53 -1.19 -1.80
H -0.26 0.99 -0.25
H -1.26 1.73 -1.28
C 1.19 4.56 -5.53
C 0.05 3.55 -5.21
O 0.42 2.47 -4.42
H 1.97 4.15 -6.17
H 1.71 4.97 -4.65
H 0.77 5.47 -5.97
H -0.52 3.24 -6.08
H -0.59 4.17 -4.56
C 3.01 -1.76 -5.09
C 3.15 -0.28 -5.04
O 2.19 0.26 -4.17
H 3.63 -2.12 -5.92
H 2.00 -2.15 -5.25
H 3.38 -2.21 -4.16
H 3.08 0.26 -5.99
H 4.16 -0.09 -4.63
C -4.17 -2.46 1.62
C -2.96 -3.39 1.40
C -3.15 -4.86 1.83
O -2.65 -5.62 0.75
C -2.66 -4.81 -0.36
O -2.43 -5.19 -1.45
O -2.91 -3.53 -0.04
H -3.93 -1.49 1.19
H -4.23 -2.21 2.69
H -5.10 -2.92 1.30
H -2.00 -2.94 1.66
H -4.16 -5.04 2.19
H -2.52 -4.90 2.73
C 0.30 4.05 2.16
C 0.06 2.75 2.96
C -1.33 2.13 2.66
C -1.56 0.75 3.23
C -0.44 -0.16 2.76
C 0.98 0.37 2.94
N 1.05 1.74 2.50
O 2.38 2.28 2.55
C 1.38 0.12 4.43
C 1.97 -0.49 2.11
C 0.06 3.17 4.45
H 1.27 4.50 2.37
H -0.47 4.72 2.54
H 0.23 4.07 1.07
H -2.08 2.84 2.99
H -1.40 1.96 1.57
H -2.53 0.37 2.92
H -1.56 0.88 4.32
H -0.64 -0.54 1.76
H -0.56 -1.07 3.36
H 2.44 0.39 4.55
H 0.78 0.62 5.17
H 1.44 -0.96 4.63
H 1.95 -0.25 1.05
H 2.98 -0.45 2.52
H 1.70 -1.54 2.20
H 0.77 2.58 5.02
H -0.90 3.00 4.94
H 0.29 4.22 4.58
H 2.71 2.05 3.43
*
```

***

(2)
Computed, not measured: a structure of composition C21H45IrN2P3S2 in a non-equilibrium geometry, with ωB97M-V with the def2-TZVPD basis set.

Computed properties:
<S²>: 8.78
HOMO-LUMO gap (alpha / beta): 9.047 / 5.243 eV
F_max: 2.73 eV/A
HOMO energy (alpha / beta): -19.85 / -20.07 eV
energy above the lowest of the compared OMol25 structures with the same formula, charge and spin: 0.0 kcal per mole

ORCA input file:
```
! RIJCOSX wB97M-V def2-TZVPD def2/J DEFGRID3
* xyz 4 6
Ir -0.65 -0.82 -0.02
P -2.34 -0.35 1.50
P 0.44 -2.43 -1.21
P -1.59 0.22 -1.83
H 1.99 2.82 2.78
C 1.35 3.29 2.02
C 0.07 3.60 2.24
H -0.41 3.38 3.20
C -1.75 -0.30 3.23
C -3.77 -1.49 1.53
C -3.10 1.32 1.38
C 2.02 -1.88 -1.93
C 0.86 -3.84 -0.13
C -0.54 -3.19 -2.54
C -1.98 2.00 -1.66
C -3.22 -0.59 -2.07
C -0.78 0.08 -3.47
H 1.84 3.50 1.06
H -0.54 4.09 1.47
H -1.16 0.61 3.39
H -1.13 -1.17 3.45
H -2.62 -0.30 3.91
H -3.39 -2.52 1.62
H -4.35 -1.41 0.61
H -4.41 -1.27 2.40
H -2.31 2.09 1.35
H -3.73 1.50 2.26
H -3.73 1.41 0.48
H 2.50 -2.72 -2.44
H 2.70 -1.51 -1.14
H 1.88 -1.06 -2.65
H 1.19 -4.69 -0.74
H -0.03 -4.12 0.44
H 1.65 -3.56 0.57
H -0.16 -4.20 -2.73
H -0.49 -2.61 -3.47
H -1.59 -3.27 -2.23
H -1.66 2.53 -2.56
H -1.44 2.44 -0.80
H -3.06 2.14 -1.53
H -3.37 -0.75 -3.14
H -4.02 0.05 -1.68
H -3.25 -1.56 -1.55
H -0.69 1.08 -3.92
H -1.41 -0.54 -4.13
H 0.22 -0.35 -3.40
C 1.26 3.13 -2.22
C 1.63 3.11 -3.60
C 1.62 4.28 -4.34
C 1.27 5.50 -3.73
C 0.92 5.54 -2.37
C 0.93 4.37 -1.62
S 1.22 1.69 -1.35
H -1.43 -2.10 0.58
H 1.90 2.15 -4.03
H 1.88 4.24 -5.40
H 1.28 6.42 -4.31
H 0.64 6.48 -1.89
H 0.68 4.36 -0.55
S 1.09 0.04 1.29
C 1.77 -1.22 2.26
N 2.75 -2.00 1.75
C 3.55 -2.88 2.61
C 2.63 -3.51 3.63
C 1.90 -2.44 4.42
N 1.37 -1.42 3.52
H 3.19 -1.62 0.91
H 4.34 -2.30 3.10
H 4.02 -3.63 1.96
H 3.22 -4.11 4.32
H 1.91 -4.17 3.14
H 2.58 -1.96 5.14
H 1.06 -2.87 4.98
H 0.74 -0.71 3.90
*
```

***

(3)
Computed, not measured: a structure of composition C21H45LuN2P3SSe in a non-equilibrium geometry, with ωB97M-V with the def2-TZVPD basis set.

Computed properties:
HOMO-LUMO gap (alpha / beta): 6.093 / 6.093 eV
F_max: 2.71 eV/A
HOMO energy (alpha / beta): -16.59 / -16.59 eV
energy above the lowest of the compared OMol25 structures with the same formula, charge and spin: 85.0 kcal per mole

ORCA input file:
```
! RIJCOSX wB97M-V def2-TZVPD def2/J DEFGRID3
* xyz 3 1
Lu -1.31 0.21 -1.05
P -1.42 -2.42 0.56
P 1.85 -0.56 1.68
P 1.36 -1.26 -1.72
H -3.87 2.09 -4.33
C -3.22 1.19 -4.31
C -2.39 0.70 -3.32
H -1.48 1.24 -2.94
C -2.91 -2.15 1.57
C -0.52 -3.68 1.54
C -2.12 -3.35 -0.83
C 3.17 0.65 2.14
C 1.04 -0.51 3.34
C 2.86 -2.03 1.99
C 1.17 -1.24 -3.57
C 1.81 -3.03 -1.53
C 3.08 -0.61 -1.79
H -3.32 0.58 -5.26
H -2.40 -0.37 -3.08
H -3.44 -1.33 1.07
H -2.51 -1.81 2.53
H -3.54 -3.04 1.67
H -0.13 -3.22 2.46
H 0.33 -4.02 0.92
H -1.16 -4.54 1.79
H -2.61 -2.68 -1.55
H -2.82 -4.12 -0.49
H -1.23 -3.79 -1.31
H 3.73 0.24 2.99
H 2.74 1.63 2.36
H 3.74 0.78 1.21
H 1.78 -0.59 4.16
H 0.28 -1.30 3.39
H 0.49 0.43 3.36
H 3.41 -1.90 2.93
H 3.51 -2.16 1.12
H 2.20 -2.90 1.99
H 2.05 -1.73 -4.02
H 1.06 -0.21 -3.92
H 0.31 -1.87 -3.82
H 2.47 -3.29 -2.37
H 0.92 -3.66 -1.56
H 2.37 -3.22 -0.60
H 3.54 -0.98 -2.71
H 3.65 -0.95 -0.92
H 3.06 0.48 -1.80
C 1.02 3.02 -2.51
C -0.13 3.55 -3.13
C -0.35 3.42 -4.49
C 0.78 3.14 -5.27
C 2.06 2.94 -4.70
C 2.16 2.72 -3.31
Se 1.04 1.86 -0.80
H 0.27 1.47 -2.03
H -0.87 3.90 -2.41
H -1.29 3.57 -4.97
H 0.73 3.06 -6.37
H 3.02 2.94 -5.25
H 3.10 2.36 -2.81
S -2.45 1.63 0.78
C -1.88 1.55 2.48
N -2.78 0.97 3.30
C -2.55 0.83 4.74
C -1.95 2.12 5.24
C -0.75 2.63 4.48
N -0.80 2.14 3.04
H -3.52 0.42 2.86
H -1.92 -0.02 4.99
H -3.55 0.67 5.14
H -1.61 1.98 6.25
H -2.68 2.93 5.25
H 0.23 2.31 4.87
H -0.72 3.72 4.34
H -0.18 2.53 2.33
*
```

***

(4)
Computed, not measured: a structure of composition C21H45N2OP3PtS in a non-equilibrium geometry, with ωB97M-V with the def2-TZVPD basis set.

Computed properties:
<S²>: 6.03
HOMO-LUMO gap (alpha / beta): 7.727 / 5.494 eV
F_max: 3.33 eV/A
HOMO energy (alpha / beta): -18.02 / -20.49 eV

ORCA input file:
```
! RIJCOSX wB97M-V def2-TZVPD def2/J DEFGRID3
* xyz 4 5
Pt -0.13 -0.01 -0.22
P -1.89 -0.14 -1.85
P 0.91 -1.98 -0.84
P 0.79 1.81 -1.29
H -0.38 0.68 2.61
C -0.38 1.36 1.75
C -1.53 1.50 0.97
H -2.43 0.93 1.21
C -3.44 -1.04 -1.53
C -1.35 -0.79 -3.46
C -2.56 1.49 -2.31
C 1.97 -2.39 0.60
C -0.01 -3.55 -1.16
C 2.10 -1.83 -2.22
C 0.07 3.47 -0.97
C 1.09 1.75 -3.09
C 2.47 2.06 -0.66
H 0.36 2.17 1.78
H -1.72 2.44 0.45
H -4.06 -0.49 -0.82
H -3.25 -2.04 -1.13
H -3.99 -1.13 -2.48
H -0.94 -1.80 -3.37
H -0.59 -0.14 -3.91
H -2.23 -0.81 -4.11
H -2.94 2.01 -1.42
H -3.38 1.32 -3.01
H -1.81 2.12 -2.80
H 2.84 -2.93 0.21
H 1.40 -3.02 1.31
H 2.27 -1.45 1.11
H 0.72 -4.31 -1.49
H -0.78 -3.42 -1.95
H -0.51 -3.89 -0.23
H 2.65 -2.79 -2.31
H 2.82 -1.02 -2.01
H 1.57 -1.63 -3.17
H 0.77 4.24 -1.33
H -0.08 3.62 0.10
H -0.88 3.59 -1.50
H 1.78 2.56 -3.37
H 0.16 1.88 -3.66
H 1.56 0.78 -3.35
H 2.95 2.98 -1.01
H 3.09 1.21 -0.96
H 2.39 2.08 0.44
C 4.83 0.99 1.63
C 5.87 0.30 2.28
C 6.71 1.01 3.15
C 6.60 2.40 3.30
C 5.65 3.08 2.55
C 4.76 2.39 1.72
O 3.74 0.35 1.05
H 3.97 -0.51 0.63
H 5.99 -0.77 2.13
H 7.48 0.47 3.71
H 7.25 2.94 3.98
H 5.58 4.18 2.61
H 4.02 2.94 1.15
S -1.25 -1.73 1.50
C -2.97 -1.72 1.68
N -3.72 -2.74 1.21
C -5.18 -2.82 1.30
C -5.78 -1.45 1.47
C -5.06 -0.66 2.55
N -3.60 -0.71 2.30
H -3.18 -3.50 0.82
H -5.45 -3.46 2.15
H -5.56 -3.28 0.38
H -6.83 -1.53 1.76
H -5.75 -0.88 0.54
H -5.26 -1.10 3.55
H -5.36 0.39 2.56
H -2.98 -0.05 2.79
*
```

***

(5)
Computed, not measured: an isolated molecule of C21H45N3, with ωB97M-V with the def2-TZVPD basis set.

Computed properties:
SMILES: CCCC[C@@H](CN[C@H](C)CNC)NC[C@H]1CC[C@H](C(C)(C)C)CC1
HOMO-LUMO gap: 9.347 eV
F_max: 0.55 eV/A
HOMO energy: -8.52 eV
energy above the lowest of the compared OMol25 structures with the same formula, charge and spin: 0.0 kcal per mole

ORCA input file:
```
! RIJCOSX wB97M-V def2-TZVPD def2/J DEFGRID3
* xyz 0 1
C 4.41 2.72 1.85
C 3.98 3.31 0.51
C 3.57 2.25 -0.51
C 2.31 1.49 -0.11
C 1.75 0.60 -1.22
C 2.69 -0.58 -1.53
N 2.98 -1.34 -0.34
C 3.94 -2.43 -0.53
C 3.77 -3.46 0.58
C 5.36 -1.86 -0.51
N 5.60 -1.16 0.74
C 6.83 -0.41 0.73
N 0.43 0.06 -0.92
C -0.68 0.98 -1.11
C -2.02 0.27 -0.90
C -3.17 1.10 -1.46
C -4.51 0.40 -1.26
C -4.78 0.15 0.23
C -6.19 -0.43 0.52
C -6.40 -1.81 -0.11
C -7.27 0.52 -0.02
C -6.40 -0.55 2.03
C -3.64 -0.71 0.77
C -2.29 -0.01 0.58
H 3.58 2.21 2.34
H 5.22 2.01 1.71
H 4.76 3.51 2.52
H 3.15 4.00 0.67
H 4.81 3.89 0.10
H 4.40 1.54 -0.63
H 3.40 2.73 -1.47
H 2.51 0.86 0.76
H 1.54 2.22 0.17
H 1.65 1.19 -2.14
H 3.63 -0.18 -1.93
H 2.22 -1.20 -2.32
H 2.11 -1.73 0.02
H 3.78 -2.93 -1.51
H 3.97 -2.98 1.54
H 4.47 -4.27 0.45
H 2.76 -3.87 0.58
H 6.08 -2.68 -0.59
H 5.51 -1.21 -1.39
H 4.80 -0.55 0.90
H 6.93 0.11 1.69
H 7.67 -1.10 0.62
H 6.89 0.34 -0.08
H 0.42 -0.29 0.03
H -0.63 1.33 -2.15
H -0.63 1.87 -0.46
H -1.97 -0.69 -1.43
H -3.01 1.28 -2.53
H -3.18 2.07 -0.96
H -5.29 1.03 -1.69
H -4.50 -0.55 -1.80
H -4.74 1.12 0.74
H -6.29 -1.77 -1.19
H -5.69 -2.53 0.29
H -7.40 -2.17 0.11
H -7.29 0.52 -1.11
H -7.09 1.54 0.33
H -8.25 0.21 0.33
H -5.77 -1.32 2.47
H -6.18 0.40 2.53
H -7.43 -0.81 2.25
H -3.78 -0.90 1.84
H -3.61 -1.66 0.25
H -2.29 0.94 1.13
H -1.50 -0.64 1.00
*
```

***

(6)
Computed, not measured: a cluster of 5 separate species, C21H45N6O5Si in total in a non-equilibrium geometry, with ωB97M-V with the def2-TZVPD basis set.

Computed properties:
HOMO-LUMO gap: 6.135 eV
F_max: 1.10 eV/A
HOMO energy: -10.79 eV

ORCA input file:
```
! RIJCOSX wB97M-V def2-TZVPD def2/J DEFGRID3
* xyz 1 1
C 5.18 -2.35 -1.75
Si 5.47 -1.04 -3.08
C 4.42 -1.53 -4.59
C 7.27 -1.13 -3.60
O 5.07 0.51 -2.59
C 3.97 0.70 -1.74
C 2.60 0.61 -2.44
C 1.88 -0.70 -2.33
C 1.20 -1.24 -3.41
C 0.54 -2.46 -3.24
N 0.54 -3.14 -2.12
N 1.18 -2.58 -1.12
C 1.84 -1.43 -1.15
H 4.96 -1.98 -0.75
H 6.09 -2.94 -1.65
H 4.42 -3.06 -2.08
H 3.64 -0.79 -4.75
H 5.03 -1.59 -5.48
H 3.92 -2.48 -4.42
H 7.69 -0.15 -3.79
H 7.34 -1.78 -4.47
H 7.84 -1.60 -2.81
H 3.98 0.03 -0.88
H 4.05 1.70 -1.33
H 2.69 0.93 -3.47
H 1.96 1.36 -1.96
H 1.16 -0.72 -4.35
H 0.00 -2.89 -4.07
H 1.14 -3.09 -0.24
H 2.30 -1.05 -0.25
C -2.25 -2.06 -0.77
C -3.30 -1.63 -1.76
O -3.19 -1.90 -2.95
N -4.36 -0.94 -1.29
C -4.64 -0.53 0.08
H -1.48 -2.59 -1.33
H -1.81 -1.17 -0.30
H -2.65 -2.71 0.00
H -5.03 -0.68 -2.01
H -5.59 -0.96 0.41
H -4.71 0.56 0.14
H -3.86 -0.86 0.75
C -1.57 1.34 -1.99
C -1.19 2.62 -1.30
O -0.52 2.61 -0.27
N -1.62 3.78 -1.83
C -2.42 3.99 -3.02
H -1.16 0.51 -1.42
H -2.66 1.24 -2.03
H -1.17 1.31 -3.01
H -1.33 4.60 -1.31
H -1.88 4.60 -3.74
H -3.35 4.50 -2.76
H -2.67 3.04 -3.49
C -4.41 2.69 3.44
C -3.86 2.20 2.13
O -4.58 1.93 1.17
N -2.52 2.05 2.03
C -1.51 2.30 3.04
H -5.50 2.76 3.36
H -4.16 2.00 4.25
H -4.02 3.68 3.68
H -2.22 1.72 1.12
H -0.81 3.05 2.67
H -0.96 1.38 3.24
H -1.96 2.64 3.96
C -2.18 -1.31 6.81
C -1.34 -0.25 6.16
O -1.82 0.63 5.45
N 0.00 -0.29 6.38
C 0.75 -1.24 7.18
H -3.22 -1.14 6.54
H -1.89 -2.30 6.47
H -2.09 -1.26 7.90
H 0.51 0.45 5.92
H 1.28 -0.72 7.98
H 1.49 -1.76 6.56
H 0.09 -1.98 7.62
*
```